No. 1
The following is a DFT calculation (ωB97M-V with the def2-TZVPD basis set) of a 3-piece molecular cluster, C3H6Cl2O3 overall.

Calculated values
Total energy ... -34395.1554 eV
E_HOMO ... -10.49 eV
Gap between HOMO and LUMO ... 10.7 eV
Total charge ... 0
SMILES string ... O=CC(=O)O.CCl.Cl

Last column: Mulliken charge in e.
CARTESIAN COORDINATES (ANGSTROEM)
O: -0.019 -1.517 0.738  -0.413
C: -0.812 -0.851 0.142  0.048
C: -0.920 0.668 0.241  0.624
O: -1.585 1.237 1.058  -0.475
O: -0.207 1.263 -0.709  -0.400
H: -1.579 -1.294 -0.523  0.307
H: -0.287 2.230 -0.659  0.332
C: 2.795 -0.244 -0.218  -0.471
Cl: 4.421 0.415 0.098  -0.224
H: 2.913 -1.234 -0.644  0.311
H: 2.266 -0.302 0.727  0.181
H: 2.292 0.420 -0.909  0.190
Cl: -4.547 -0.016 -0.178  -0.263
H: -4.731 -0.776 0.836  0.251

***

No. 2
The following is a DFT calculation (ωB97M-V with the def2-TZVPD basis set) of a 2-piece molecular cluster, C3H6Cl2OSi overall at a distorted geometry.

Calculated values
Total energy ... -38175.2419 eV
E_HOMO ... -9.98 eV
Gap between HOMO and LUMO ... 9.1 eV
Total charge ... 0

Last column: Mulliken charge in e.
CARTESIAN COORDINATES (ANGSTROEM)
C: 1.022 -1.672 -0.628  -0.625
C: 0.689 -0.450 -1.022  -0.556
C: -0.301 -0.229 -2.114  0.762
O: -1.707 0.153 -0.729  -0.347
Si: -1.314 1.123 0.463  0.399
Cl: -0.150 1.165 -3.116  -0.078
Cl: -0.970 -1.598 -2.858  -0.105
H: 1.770 -1.758 0.261  0.236
H: 0.749 -2.648 -1.189  0.200
H: 1.152 0.434 -0.632  0.545
H: -2.446 1.078 1.301  -0.203
H: -0.975 2.654 0.099  -0.109
H: -0.071 0.505 1.268  -0.120

***

No. 3
The following is a DFT calculation (ωB97M-V with the def2-TZVPD basis set) of one molecule with the formula C3H6Cl2S at a distorted geometry.

Calculated values
Total energy ... -39086.1649 eV
E_HOMO ... -9.47 eV
Gap between HOMO and LUMO ... 9.8 eV
Total charge ... 0
SMILES string ... SC(CCl)CCl

Last column: Mulliken charge in e.
CARTESIAN COORDINATES (ANGSTROEM)
S: 0.808 -1.525 1.149  -0.153
C: -0.145 -0.201 0.241  -0.169
C: -0.942 -0.420 -0.979  -0.614
Cl: 0.201 -0.587 -2.401  -0.180
C: 0.738 1.150 0.317  -0.480
Cl: 2.537 0.770 0.282  -0.191
H: -0.204 -2.316 2.017  0.146
H: -0.860 0.234 0.839  0.309
H: -1.583 -1.175 -0.660  0.410
H: -1.713 0.433 -1.153  0.323
H: 0.614 1.791 -0.802  0.245
H: 0.550 1.847 1.150  0.354

***

No. 4
The following is a DFT calculation (ωB97M-V with the def2-TZVPD basis set) of C3H6ClFN2 as an isolated structure at a distorted geometry.

Calculated values
Total energy ... -21423.4346 eV
E_HOMO ... -9.15 eV
Gap between HOMO and LUMO ... 9.5 eV
Total charge ... 0

Last column: Mulliken charge in e.
CARTESIAN COORDINATES (ANGSTROEM)
C: 2.230 0.210 -0.109  -0.695
C: -0.966 -0.802 -0.248  -0.370
C: -1.960 0.205 0.252  0.419
H: 3.049 -0.327 0.924  0.202
H: 2.363 1.391 0.100  0.314
H: 2.503 -0.416 -1.319  0.264
H: 0.314 0.887 -0.249  0.285
H: -1.562 -1.698 -0.623  0.322
H: -1.828 0.134 1.323  0.263
N: 0.834 0.151 0.298  -0.139
N: 0.327 -1.023 -0.064  -0.441
F: -1.614 1.484 -0.271  -0.268
Cl: -3.690 -0.197 -0.013  -0.157